No. 1
The following is a quantum chemistry calculation of C32H29N3O3PtS4Te as an isolated structure at a distorted geometry, from the Open Molecules 2025 dataset.

Calculated values
**Molecular weight**: 954.5 u
**LUMO energy**: 0.1532 Eh
**Gap between HOMO and LUMO**: 5.547 eV
**E_HOMO**: -1.38 eV
**Net charge**: -2

Geometry as XYZ:
```
73
Properties=species:S:1:pos:R:3:forces:R:3
Pt 0.739 -1.191 -0.403 0.9 -0.7 -0.4
C 4.392 1.143 -0.805 0.1 -0.1 0.0
C 3.411 0.042 -1.100 0.1 -0.3 -0.2
N 2.763 -0.517 -0.134 -0.9 0.6 0.1
N 3.138 -0.101 1.138 0.0 -0.1 0.0
C 2.291 -0.427 2.053 0.1 0.1 0.0
S 0.763 -1.189 1.867 0.0 -0.1 -0.1
S 2.860 -0.070 3.705 -0.1 0.0 0.0
C 1.424 0.851 4.333 0.0 0.0 0.0
C 1.169 2.167 3.639 0.0 0.0 0.0
C -0.124 2.499 3.254 0.0 0.0 0.0
C -0.398 3.722 2.657 -0.1 0.0 0.0
C 0.628 4.621 2.419 0.0 0.0 0.0
C 1.929 4.290 2.781 0.0 0.0 0.0
C 2.197 3.073 3.387 0.0 0.0 0.0
C 3.256 -0.438 -2.483 0.0 0.1 0.0
C 4.406 -0.420 -3.291 -0.1 0.1 0.0
C 4.414 -0.873 -4.592 0.0 0.0 0.0
C 3.218 -1.344 -5.141 0.0 0.0 0.0
C 2.071 -1.367 -4.390 0.0 0.0 0.0
C 2.042 -0.931 -3.039 0.0 0.1 0.1
O 0.895 -0.955 -2.439 0.0 -0.2 0.2
H 3.919 1.846 -0.120 0.0 0.0 0.0
H 4.679 1.656 -1.718 0.0 0.0 0.0
H 5.281 0.759 -0.300 0.0 0.0 0.0
H 1.643 1.007 5.394 0.0 0.0 0.0
H 0.540 0.219 4.265 0.0 0.0 0.0
H -0.923 1.778 3.384 0.0 0.0 0.0
H -1.413 3.946 2.349 0.1 0.0 0.0
H 0.419 5.563 1.925 0.0 0.0 0.0
H 2.742 4.976 2.571 0.0 0.0 0.0
H 3.216 2.799 3.635 0.0 0.0 0.0
H 5.329 -0.053 -2.859 0.0 0.0 0.0
H 5.330 -0.866 -5.171 0.0 0.0 0.0
H 3.193 -1.700 -6.166 0.0 0.0 0.0
H 1.135 -1.730 -4.796 0.0 0.0 0.0
C -4.685 -7.281 1.608 0.0 0.0 0.0
C -3.825 -6.239 0.943 0.0 0.0 0.0
C -2.980 -5.420 1.676 -0.1 0.0 0.0
C -2.170 -4.458 1.075 0.0 0.0 0.1
C -1.306 -3.594 1.938 -0.1 0.1 0.0
C -2.179 -4.299 -0.315 0.0 0.0 -0.1
Te -0.926 -2.976 -1.436 -0.2 0.2 0.2
C -3.044 -5.119 -1.068 0.0 0.0 0.0
C -3.130 -5.012 -2.566 0.0 0.0 0.0
C -3.843 -6.065 -0.434 0.0 0.0 0.0
H -4.593 -7.226 2.694 0.0 0.0 0.0
H -4.400 -8.292 1.301 0.0 0.0 0.0
H -5.740 -7.151 1.355 0.0 0.0 0.0
H -2.952 -5.517 2.758 0.0 0.0 0.0
H -1.492 -3.777 2.997 0.0 0.0 0.0
H -1.496 -2.536 1.725 0.0 -0.2 0.1
H -0.248 -3.757 1.730 0.0 0.0 0.0
H -3.442 -4.010 -2.870 0.0 0.0 0.0
H -3.840 -5.742 -2.962 0.0 0.0 0.0
H -2.157 -5.181 -3.033 0.0 0.0 0.0
H -4.500 -6.683 -1.042 0.0 0.0 0.0
O -4.054 3.432 -1.108 0.0 0.0 0.0
S -3.075 3.632 -0.067 0.0 -0.1 0.0
O -3.600 3.979 1.237 0.0 0.0 0.0
N -2.015 2.414 0.022 -0.2 0.0 0.1
C -0.797 2.773 -0.341 0.3 0.2 -0.2
S 0.576 1.827 -0.416 -0.1 0.1 0.1
C -0.697 4.236 -0.713 -0.1 0.0 0.0
C 0.413 4.950 -1.139 0.0 0.0 0.0
C 0.260 6.302 -1.417 0.0 0.0 0.0
C -0.977 6.931 -1.274 0.0 0.0 0.0
C -2.089 6.213 -0.855 0.0 0.0 0.0
C -1.914 4.870 -0.582 0.0 0.0 -0.1
H 1.362 4.439 -1.239 0.0 0.0 0.0
H 1.114 6.879 -1.752 0.0 0.0 0.0
H -1.070 7.988 -1.495 0.0 0.0 0.0
H -3.058 6.684 -0.742 0.0 0.0 0.0
```
Positions in Å, forces in eV/Å.

---

No. 2
The following is a quantum chemistry calculation of C30H20BrN5O2SSiTi as an isolated structure, from the Open Molecules 2025 dataset.

Calculated values
**Molecular weight**: 670.4 u
**LUMO energy (alpha / beta)**: -0.0182 / -0.0207 Eh
**Gap between HOMO and LUMO (alpha / beta)**: 5.063 / 7.075 eV
**E_HOMO (alpha / beta)**: -5.56 / -7.64 eV
**Net charge**: 0
**Multiplicity**: 3

Geometry as XYZ:
```
61
Properties=species:S:1:pos:R:3:forces:R:3
Ti 0.050 -1.274 0.496 -0.1 -0.4 -0.2
Br 1.352 0.891 3.170 0.0 0.0 0.0
C 0.502 -0.700 3.701 -0.1 -0.1 0.1
C 0.356 -0.980 5.052 0.0 0.0 -0.1
C -0.268 -2.162 5.408 0.0 -0.1 0.0
C -0.727 -3.020 4.418 0.0 0.0 0.0
C -0.541 -2.655 3.103 0.0 0.1 -0.1
N 0.067 -1.509 2.746 0.1 0.1 -0.1
C -1.049 -3.511 1.954 -0.1 0.1 -0.1
O -1.642 -4.535 2.181 0.0 0.0 0.0
O -0.782 -3.003 0.781 0.1 0.1 0.1
H 0.725 -0.283 5.790 0.0 0.0 0.0
H -0.398 -2.408 6.453 0.0 0.0 0.0
H -1.229 -3.952 4.630 0.0 0.0 0.0
S 4.805 -0.738 -5.359 0.0 0.1 0.0
N 3.197 -0.901 -5.346 0.0 0.0 0.0
C 2.837 -1.033 -4.081 0.0 0.0 -0.1
C 1.478 -1.206 -3.603 -0.1 -0.1 0.0
C 0.364 -1.252 -4.409 0.0 0.0 0.0
C -0.897 -1.416 -3.826 0.0 0.0 0.0
C -0.989 -1.488 -2.456 0.0 0.0 0.0
N 0.079 -1.438 -1.645 -0.2 0.1 0.1
C 1.319 -1.335 -2.200 0.2 0.2 0.1
C 2.410 -1.290 -1.295 -0.1 0.2 -0.2
N 2.093 -1.358 0.052 0.0 0.1 0.1
C 3.136 -1.319 0.926 0.0 0.0 0.0
C 4.440 -1.177 0.553 0.0 0.0 0.0
C 4.762 -1.046 -0.819 0.0 0.0 0.0
C 3.740 -1.102 -1.735 0.1 -0.1 0.1
C 3.933 -0.983 -3.174 0.1 0.0 0.0
N 5.099 -0.814 -3.773 0.0 0.0 0.0
H 0.478 -1.156 -5.480 0.0 0.0 0.0
H -1.793 -1.456 -4.428 0.0 0.0 0.0
H -1.949 -1.577 -1.963 0.0 0.0 0.0
H 2.874 -1.413 1.973 0.0 0.0 0.0
H 5.211 -1.161 1.309 0.0 0.0 0.0
H 5.782 -0.908 -1.151 0.0 0.0 0.0
C -2.062 3.822 3.827 0.0 0.0 0.0
C -1.674 4.266 2.568 0.0 0.0 0.0
C -1.546 3.362 1.524 0.0 0.0 0.0
C -1.784 1.998 1.720 0.0 0.1 0.0
C -2.186 1.576 2.988 0.0 0.0 0.0
C -2.327 2.478 4.036 0.0 0.0 0.0
Si -1.448 0.730 0.370 0.1 -0.2 -0.1
C -1.928 1.443 -1.310 0.0 0.1 0.0
C -3.271 1.488 -1.700 0.0 0.0 0.0
C -3.642 1.917 -2.966 0.0 0.0 0.0
C -2.672 2.306 -3.880 0.0 0.0 0.0
C -1.334 2.270 -3.516 0.0 0.0 0.0
C -0.970 1.846 -2.245 0.0 0.0 0.0
H -2.165 4.529 4.641 0.0 0.0 0.0
H -1.476 5.318 2.403 0.0 0.0 0.0
H -1.254 3.717 0.542 0.0 0.0 0.0
H -2.390 0.523 3.155 0.0 0.0 0.0
H -2.646 2.132 5.012 0.0 0.0 0.0
H 0.129 0.803 0.202 0.0 0.0 0.1
H -4.044 1.176 -1.005 0.0 0.0 0.0
H -4.689 1.942 -3.243 0.0 0.0 0.0
H -2.959 2.637 -4.870 0.0 0.0 0.0
H -0.570 2.572 -4.223 0.0 0.0 0.0
H 0.081 1.816 -1.980 0.0 0.0 0.0
```
Positions in Å, forces in eV/Å.

---

No. 3
The following is a quantum chemistry calculation of a 2-piece molecular cluster, C4H11NO3 overall at a distorted geometry, from the Open Molecules 2025 dataset.

Calculated values
**Molecular weight**: 121.1 u
**LUMO energy**: 0.0186 Eh
**Gap between HOMO and LUMO**: 10.589 eV
**Relative energy (zero: lowest compared OMol25 entry of this formula, charge and spin)**: 43.9 kcal/mol
**E_HOMO**: -10.08 eV
**Net charge**: 0

Geometry as XYZ:
```
19
Properties=species:S:1:pos:R:3:forces:R:3
C -1.563 0.592 -0.449 -0.7 -2.0 1.0
N -0.378 -0.190 -0.712 -0.5 0.0 -1.1
C 0.124 -1.310 -0.224 -1.3 -2.4 0.3
O -0.943 -2.155 0.197 0.0 0.3 -0.5
O 1.319 -1.598 -0.230 -2.3 -0.1 0.6
C -1.386 1.041 0.996 -2.6 2.9 -1.3
C -0.327 2.145 1.011 -2.0 0.3 -2.3
H -2.542 0.032 -0.433 1.1 -0.1 -0.6
H -1.616 1.294 -1.273 -0.1 0.6 0.4
H 0.336 0.234 -1.194 1.7 1.8 -1.5
H -1.856 -1.914 -0.210 2.7 -0.2 0.9
H -2.452 1.331 1.287 1.6 -0.1 0.5
H -1.022 0.201 1.503 -0.1 -1.2 1.2
H 0.575 1.612 1.063 1.7 0.2 0.3
H -0.487 2.956 1.667 0.2 0.4 1.4
H -0.422 2.651 0.008 0.6 -0.4 0.8
H 3.663 0.699 -0.229 -0.9 0.1 -0.4
H 2.132 0.341 -0.013 2.2 1.2 -1.8
O 2.781 0.889 -0.617 -1.1 -1.3 2.2
```
Positions in Å, forces in eV/Å.